(1)
Density functional theory data (ωB97M-V with the def2-TZVPD basis set) for C11H22CsN2O3 as an isolated structure at a distorted geometry.

Each line ends with the Löwdin charge.
Cartesian coordinates (Å):
C1 -3.8028 -4.0956 3.0709  -0.025
C2 -2.3515 -3.5077 2.7574  -0.705
O1 -1.4704 -3.6168 3.5761  -0.065
N1 -2.0973 -2.8092 1.5412  0.055
C3 -0.8985 -3.2851 0.7824  -0.276
C4 -0.7396 -2.7229 -0.6327  -0.168
C5 -1.2472 -1.2861 -0.8238  -0.178
C6 -0.0840 -0.3108 -1.0414  -0.190
N2 -0.6350 1.0530 -1.1834  0.072
C7 -0.0574 1.9020 -0.1987  -0.601
O2 -0.6159 2.1543 0.7806  0.207
O3 1.1926 2.3839 -0.4202  -0.011
C8 1.1984 3.3887 -1.4586  -0.154
C9 2.5548 4.0441 -1.4602  -0.404
C10 3.6589 3.0023 -1.3588  -0.071
C11 2.7076 5.0283 -0.2943  -0.057
H1 -3.6784 -5.0913 3.5605  0.061
H2 -4.2264 -3.4005 3.7762  0.090
H3 -4.4077 -4.1717 2.1792  0.074
H4 -2.9197 -2.7468 0.9519  0.133
H5 0.0249 -3.1646 1.3804  0.136
H6 -1.0327 -4.4091 0.6625  -0.095
H7 0.3267 -2.7115 -0.8324  0.111
H8 -1.1557 -3.4292 -1.3382  0.108
H9 -1.8047 -0.8976 0.0200  0.106
H10 -1.8900 -1.2751 -1.6920  0.112
H11 0.4717 -0.6530 -1.9081  0.125
H12 0.5372 -0.4065 -0.1573  0.129
H13 -0.3777 1.3897 -2.1052  0.110
H14 1.0524 2.8931 -2.4221  0.122
H15 0.3866 4.0948 -1.3043  0.139
H16 2.7091 4.5918 -2.3816  0.137
H17 4.6224 3.4777 -1.4731  0.081
H18 3.6658 2.5138 -0.3942  0.078
H19 3.5392 2.2595 -2.1396  0.079
H20 1.8779 5.7205 -0.2749  0.077
H21 2.7592 4.4504 0.6176  0.082
H22 3.6165 5.5924 -0.4446  0.079
Cs1 -1.4096 -5.9495 2.0828  1.497

Cartesian forces (eV/Å) of the 6 atoms listed first:
2.0081 0.2950 -0.3751
-1.3772 1.9937 -0.2166
0.2542 -0.3207 0.2657
-0.3265 -1.7591 0.5410
0.0293 -0.9442 0.1311
0.0456 0.5002 0.7233

The HOMO-LUMO gap comes out at 8.46 eV. The molar mass comes out at 363.21 g mol⁻¹. For the calculated total energy, the calculation gives -21427.492 eV. Its lowest unoccupied orbital energy is -3.426 eV. The net charge is +1.

(2)
Density functional theory data (ωB97M-V with the def2-TZVPD basis set) for an isolated ion of composition C11H22N and charge +1 at a distorted geometry.

Each line ends with the Löwdin charge.
Cartesian coordinates (Å):
C1 -2.7872 -0.4096 -1.2326  -0.109
C2 -2.4629 -0.7661 -0.1206  -0.036
C3 -3.2523 -0.1327 -2.5413  -0.079
C4 0.0131 -0.7101 2.6032  -0.015
C5 -1.9060 -0.9645 1.1986  -0.128
C6 0.3378 -2.0525 0.6439  -0.016
C7 2.4444 0.5803 0.3718  -0.015
C8 1.1523 0.1830 -1.7577  -0.010
C9 1.0251 2.4313 -0.3159  -0.007
C10 -0.3572 -0.8285 1.1382  -0.522
C11 1.1319 0.8562 -0.4054  -0.440
N1 -0.1356 0.4127 0.3632  0.137
H1 -3.5030 -1.1307 -2.9621  0.113
H2 -4.0589 0.6333 -2.3241  0.119
H3 -2.5103 0.4736 -3.0831  0.088
H4 0.1180 0.4511 2.8129  0.139
H5 -0.7700 -0.9692 3.2582  0.068
H6 0.9112 -1.2686 2.9816  0.119
H7 -0.9809 0.4863 -0.1701  0.109
H8 -2.4068 -0.1164 1.7863  0.168
H9 -2.1966 -1.8792 1.6746  0.130
H10 0.2473 -2.2423 -0.4710  0.118
H11 1.3890 -2.0594 0.7715  0.070
H12 -0.1469 -2.8876 1.1232  0.105
H13 3.3483 0.6456 -0.2545  0.121
H14 2.6649 1.2066 1.2450  0.102
H15 2.4066 -0.3035 0.8625  0.023
H16 1.6135 0.8071 -2.5103  0.102
H17 0.2468 -0.2861 -2.1234  0.085
H18 1.7965 -0.6455 -1.7237  0.068
H19 1.9078 2.8996 -0.7498  0.102
H20 0.1145 2.8393 -0.7976  0.104
H21 1.0730 2.5864 0.7259  0.061
H22 -0.2743 1.0247 1.1339  0.127

Cartesian forces (eV/Å) of the 6 atoms listed first:
1.2032 -0.9703 2.4975
-0.6629 -0.0555 -1.5778
-0.8006 1.3840 -0.1045
2.1467 3.2557 0.9748
-0.7777 1.7503 -0.2700
-1.0286 -0.8221 -3.1233

The HOMO-LUMO gap comes out at 10.70 eV. The molar mass comes out at 168.30 g mol⁻¹. For the calculated total energy, the calculation gives -13244.870 eV. Its SMILES is CC#CCC(C)(C)[NH2+]C(C)(C)C. Its lowest unoccupied orbital energy is -2.485 eV. The net charge is +1.

(3)
Density functional theory data (ωB97M-V with the def2-TZVPD basis set) for one molecule with the formula C11H22N2O3 at a distorted geometry.

Each line ends with the Löwdin charge.
Cartesian coordinates (Å):
C1 -0.0687 0.1789 -1.7013  -0.361
C2 -0.0928 1.4784 -0.9694  -0.404
C3 0.1405 0.4616 -3.2913  -0.322
C4 1.6611 0.8042 -3.8214  -0.077
C5 -0.4497 -0.7598 -4.0418  -0.123
C6 0.2376 -0.1008 1.0167  -0.239
C7 -1.2129 -0.4182 1.5795  -0.464
C8 1.0801 0.0871 2.1739  -0.420
C9 0.6514 1.0820 3.2101  -0.076
C10 1.4287 -1.2430 2.8816  -0.210
C11 1.4922 -2.6005 1.9776  -0.135
H1 -2.2509 -0.2615 -1.5834  0.191
H2 -1.1502 -1.4397 -1.9017  0.051
H3 0.6789 -0.4102 -1.3520  0.102
H4 -0.6156 1.2732 -3.4302  0.126
H5 2.1133 1.6168 -3.1205  0.079
H6 2.4226 -0.0569 -4.2540  0.111
H7 1.4306 1.4255 -4.8073  0.084
H8 -0.5910 -0.3932 -5.0908  0.077
H9 0.2842 -1.6019 -4.0669  0.081
H10 -1.5444 -1.0330 -3.7044  0.098
H11 0.0556 1.7419 1.1127  0.135
H12 0.7051 -0.7276 0.3355  0.104
H13 2.1491 0.4782 1.8306  0.190
H14 -0.2911 0.6555 3.8368  0.142
H15 0.4259 2.1587 2.8021  0.123
H16 1.4481 1.1743 3.8751  0.052
H17 0.6845 -1.4391 3.7586  0.128
H18 2.6303 -1.2825 3.2331  0.162
H19 2.4379 -2.8362 1.2791  0.099
H20 1.5929 -3.3409 2.8993  0.091
H21 0.5396 -2.7998 1.3672  0.062
H22 -2.5227 -1.4165 2.0186  0.161
N1 -1.1783 -0.5858 -1.4093  0.048
N2 0.2083 1.1621 0.2558  0.130
O1 -0.6012 2.5840 -1.4093  0.010
O2 -1.9720 0.4509 1.8952  0.116
O3 -1.5579 -1.7025 1.8831  0.082

Cartesian forces (eV/Å) of the 6 atoms listed first:
0.0878 2.8365 -5.3623
-3.5595 2.5269 -2.0856
-0.0406 -1.3447 0.8968
-1.0098 1.5368 -1.6209
-0.8638 0.6231 -1.0917
-2.2532 0.7211 -1.6316

The HOMO-LUMO gap comes out at 9.71 eV. The molar mass comes out at 230.31 g mol⁻¹. For the calculated total energy, the calculation gives -20882.095 eV. Its SMILES is CC[C@H](C)[C@H](NC(=O)[C@@H](N)C(C)C)C(=O)O. Its lowest unoccupied orbital energy is 0.601 eV. The net charge is 0.